Entry 1:
Formula: C18H45CrCs2N3O4P
Source: the OMol25 dataset
Level of theory: ωB97M-V/def2-TZVPD

**Expectation value of S²**: 6.1729
**Orbital gap (alpha / beta)**: 4.38 / 3.13 eV
**LUMO energy (alpha / beta)**: -9.23 / -10.48 eV
**Spin multiplicity**: 5
**Net charge**: +3

Element x y z (Å)
Cr -0.91 -1.19 3.14
Cs 4.09 3.16 2.34
Cs -0.20 1.05 6.67
P 0.94 0.20 2.63
O 1.03 -1.29 2.60
O 0.14 0.23 3.91
O -0.37 0.20 1.87
O 2.24 1.04 2.49
C -3.32 5.95 -0.51
C -2.53 5.15 0.51
N -1.13 4.79 0.24
C -0.98 3.76 -0.77
C -1.55 2.41 -0.37
C -0.21 5.94 0.26
C 1.14 5.62 0.80
H -2.73 6.87 -0.60
H -4.34 6.23 -0.24
H -3.22 5.60 -1.54
H -2.58 5.85 1.35
H -3.16 4.31 0.80
H -1.44 4.13 -1.68
H 0.10 3.67 -0.93
H -2.37 2.22 -1.07
H -0.86 1.57 -0.34
H -2.02 2.35 0.61
H -0.61 6.66 0.97
H -0.26 6.62 -0.59
H 1.77 5.17 0.02
H 1.18 5.07 1.74
H 1.52 6.60 1.07
C 2.17 -4.07 -2.46
C 2.40 -2.65 -1.87
N 2.51 -1.57 -2.85
C 3.63 -1.71 -3.81
C 5.07 -1.77 -3.30
C 2.47 -0.22 -2.34
C 1.18 0.21 -1.61
H 3.10 -4.39 -2.92
H 1.36 -4.13 -3.18
H 1.90 -4.78 -1.68
H 1.61 -2.39 -1.15
H 3.35 -2.73 -1.35
H 3.60 -2.67 -4.34
H 3.37 -1.01 -4.61
H 5.67 -2.13 -4.13
H 5.47 -0.88 -2.82
H 5.16 -2.60 -2.60
H 2.52 0.43 -3.22
H 3.39 -0.02 -1.78
H 0.91 -0.35 -0.71
H 0.28 0.02 -2.19
H 1.21 1.28 -1.44
C 0.18 -4.44 2.03
C -0.74 -3.48 1.22
N -1.79 -2.65 1.90
C -2.57 -3.66 2.73
C -3.47 -4.60 1.93
C -2.73 -2.11 0.86
C -2.12 -1.04 -0.03
H 1.06 -4.70 1.44
H -0.24 -5.40 2.32
H 0.61 -4.02 2.94
H -0.14 -2.81 0.61
H -1.10 -4.15 0.44
H -1.85 -4.26 3.29
H -3.13 -3.12 3.48
H -4.19 -4.25 1.19
H -2.76 -5.15 1.32
H -3.90 -5.33 2.62
H -3.68 -1.71 1.22
H -3.22 -2.81 0.20
H -1.10 -1.16 -0.40
H -2.03 -0.09 0.51
H -2.80 -0.86 -0.86

Listed below, in e, are the Löwdin charges computed for each atom:
1 Cr 1.138
2 Cs 1.027
3 Cs 1.080
4 P 0.009
5 O -0.270
6 O -0.556
7 O -0.319
8 O -0.510
9 C -0.081
10 C -0.255
11 N -0.182
12 C -0.231
13 C -0.082
14 C -0.262
15 C -0.105
16 H 0.066
17 H 0.086
18 H 0.067
19 H 0.108
20 H 0.100
21 H 0.111
22 H 0.099
23 H 0.086
24 H 0.024
25 H 0.070
26 H 0.115
27 H 0.128
28 H 0.062
29 H 0.060
30 H 0.082
31 C -0.031
32 C -0.153
33 N 0.033
34 C -0.172
35 C -0.029
36 C -0.162
37 C -0.045
38 H 0.081
39 H 0.094
40 H 0.084
41 H 0.108
42 H 0.143
43 H 0.128
44 H 0.141
45 H 0.107
46 H 0.088
47 H 0.082
48 H 0.140
49 H 0.150
50 H 0.045
51 H 0.095
52 H 0.082
53 C -0.058
54 C -0.235
55 N -0.233
56 C -0.217
57 C -0.046
58 C -0.217
59 C -0.076
60 H 0.085
61 H 0.086
62 H 0.073
63 H 0.089
64 H 0.127
65 H 0.109
66 H 0.116
67 H 0.086
68 H 0.080
69 H 0.103
70 H 0.140
71 H 0.117
72 H 0.054
73 H 0.035
74 H 0.104

=====

Entry 2:
Formula: C18H45N3NaO6
Source: the OMol25 dataset
Level of theory: ωB97M-V/def2-TZVPD

**ΔE to the lowest compared entry with this formula, charge and spin**: 24.313 eV
**Orbital gap**: 8.04 eV
**LUMO energy**: -2.29 eV
**Spin multiplicity**: 1
**Net charge**: +1

Element x y z (Å)
Na 0.48 -0.80 -0.84
C 1.37 4.01 -0.53
O 0.85 2.73 -0.90
C 0.34 2.80 -2.25
C -0.61 1.57 -2.40
N -0.08 0.16 -2.29
C 1.04 -0.05 -3.23
C 1.69 -1.44 -3.17
O 2.07 -1.80 -1.88
C 2.84 -2.95 -1.72
H 2.24 4.20 -1.17
H 1.82 3.86 0.45
H 0.63 4.80 -0.41
H 1.16 3.00 -2.95
H -0.34 3.62 -2.43
H -1.08 1.76 -3.37
H -1.39 1.71 -1.64
H -0.91 -0.35 -2.57
H 1.72 0.76 -2.97
H 0.80 0.15 -4.27
H 2.52 -1.47 -3.88
H 0.91 -2.18 -3.37
H 2.92 -2.95 -0.63
H 3.86 -2.94 -2.10
H 2.41 -3.84 -2.17
C 3.22 -0.02 -0.28
O 2.10 -0.47 0.34
C 1.49 0.57 1.08
C 0.10 0.22 1.36
N -0.66 0.32 0.12
C -2.11 0.38 0.31
C -2.58 1.68 0.95
O -2.09 2.69 0.07
C -1.74 3.96 0.53
H 4.09 0.08 0.36
H 3.09 0.95 -0.77
H 3.51 -0.65 -1.12
H 1.56 1.53 0.57
H 2.11 0.76 1.96
H -0.45 0.85 2.07
H 0.16 -0.79 1.76
H -0.49 1.18 -0.38
H -2.52 -0.35 1.02
H -2.58 0.30 -0.67
H -2.47 1.81 2.02
H -3.65 1.66 0.75
H -2.62 4.56 0.76
H -1.31 4.54 -0.29
H -1.13 4.22 1.40
C -3.84 0.99 3.04
O -2.83 0.03 3.02
C -3.09 -1.21 2.32
C -1.91 -2.20 2.36
N -0.82 -1.94 1.43
C 0.41 -2.54 1.97
C 1.60 -2.34 1.08
O 1.52 -2.53 -0.31
C 1.33 -3.89 -0.71
H -4.19 1.33 2.06
H -3.39 1.90 3.45
H -4.64 0.65 3.69
H -3.21 -1.08 1.24
H -3.92 -1.66 2.85
H -2.19 -3.24 2.20
H -1.48 -2.05 3.35
H -1.00 -2.15 0.45
H 0.25 -3.62 2.05
H 0.65 -2.15 2.96
H 2.49 -2.79 1.51
H 1.91 -1.31 1.28
H 1.57 -4.63 0.06
H 2.13 -3.85 -1.44
H 0.34 -4.02 -1.14

Listed below, in e, are the Löwdin charges computed for each atom:
1 Na 0.258
2 C -0.075
3 O -0.247
4 C -0.155
5 C -0.123
6 N -0.094
7 C -0.129
8 C -0.132
9 O -0.235
10 C -0.147
11 H 0.099
12 H 0.094
13 H 0.078
14 H 0.124
15 H 0.126
16 H 0.130
17 H 0.089
18 H 0.137
19 H 0.121
20 H 0.134
21 H 0.144
22 H 0.145
23 H 0.133
24 H 0.146
25 H 0.150
26 C -0.060
27 O -0.278
28 C -0.134
29 C -0.149
30 N -0.097
31 C -0.135
32 C -0.187
33 O -0.177
34 C -0.111
35 H 0.121
36 H 0.106
37 H 0.107
38 H 0.109
39 H 0.158
40 H 0.152
41 H 0.058
42 H 0.063
43 H 0.020
44 H 0.141
45 H 0.092
46 H 0.119
47 H 0.090
48 H 0.070
49 H 0.100
50 C -0.142
51 O -0.180
52 C -0.170
53 C -0.125
54 N -0.130
55 C -0.162
56 C -0.199
57 O -0.321
58 C -0.056
59 H 0.068
60 H 0.111
61 H 0.110
62 H 0.094
63 H 0.141
64 H 0.133
65 H 0.133
66 H 0.136
67 H 0.121
68 H 0.149
69 H 0.160
70 H 0.036
71 H 0.134
72 H -0.111
73 H 0.125

=====

Entry 3:
Formula: C18H45N3O16P4
Source: the OMol25 dataset
Level of theory: ωB97M-V/def2-TZVPD

**Orbital gap**: 11.08 eV
**LUMO energy**: 0.37 eV
**Spin multiplicity**: 1
**Net charge**: 0
**SMILES**: COP(=O)(OC)OC.COP(=O)(OC)OC.COP(=O)(OC)OC.COP(=O)(OC)OC.CC#N.CC#N.CC#N

Element x y z (Å)
C 2.00 3.14 -2.87
C 0.84 3.40 -1.99
N -0.02 3.60 -1.29
H 1.66 3.40 -3.86
H 2.24 2.09 -2.84
H 2.88 3.69 -2.52
C -2.34 -3.42 3.39
C -2.04 -4.24 2.17
N -1.95 -4.97 1.32
H -2.85 -2.51 3.06
H -1.37 -3.07 3.80
H -2.92 -3.95 4.13
C -0.54 0.30 -0.86
C -0.74 -0.51 0.32
N -0.87 -1.15 1.25
H -0.73 1.30 -0.59
H -1.21 -0.05 -1.59
H 0.48 0.19 -1.24
C 4.03 3.70 0.45
O 4.01 2.48 1.23
P 3.09 1.31 0.67
O 3.24 1.09 -0.78
O 1.53 1.67 0.94
C 1.13 2.02 2.27
O 3.39 0.19 1.74
C 4.70 -0.23 2.10
H 4.59 4.48 1.08
H 3.02 4.09 0.29
H 4.49 3.52 -0.49
H 0.22 1.45 2.54
H 0.88 3.08 2.29
H 1.85 1.93 3.06
H 5.39 -0.40 1.27
H 4.57 -1.20 2.60
H 5.07 0.42 2.84
C -4.27 -2.67 -0.21
O -5.29 -1.93 -0.75
P -5.14 -0.36 -0.78
O -6.34 0.41 -1.11
O -4.49 -0.07 0.61
C -4.44 1.28 1.08
O -3.96 -0.07 -1.79
C -4.28 -0.32 -3.19
H -4.42 -3.64 -0.69
H -4.40 -2.72 0.85
H -3.27 -2.42 -0.38
H -4.84 2.05 0.41
H -3.43 1.55 1.39
H -5.06 1.43 1.97
H -5.14 0.31 -3.46
H -4.52 -1.41 -3.29
H -3.44 -0.05 -3.80
C 5.79 -2.67 4.62
O 4.56 -3.20 4.09
P 3.18 -2.80 4.73
O 2.85 -3.31 6.07
O 3.28 -1.22 4.55
C 2.65 -0.30 5.49
O 2.21 -3.34 3.64
C 1.97 -2.46 2.48
H 6.57 -3.44 4.46
H 5.79 -2.45 5.68
H 6.09 -1.77 4.07
H 3.30 -0.21 6.37
H 1.68 -0.76 5.89
H 2.50 0.62 4.92
H 1.63 -1.46 2.80
H 1.10 -2.90 2.00
H 2.77 -2.42 1.79
C -2.32 2.57 -3.18
O -1.15 2.35 -4.03
P -0.92 1.18 -5.02
O 0.21 1.40 -5.90
O -0.97 -0.07 -4.01
C -0.84 -1.42 -4.52
O -2.22 0.90 -5.81
C -2.54 1.51 -7.07
H -3.17 2.39 -3.81
H -2.24 3.65 -2.88
H -2.23 1.84 -2.37
H -1.29 -1.93 -3.63
H 0.15 -1.86 -4.57
H -1.49 -1.55 -5.42
H -2.49 2.60 -7.04
H -3.54 1.20 -7.29
H -1.83 1.12 -7.82

Listed below, in e, are the Löwdin charges computed for each atom:
1 C -0.039
2 C -0.271
3 N 0.158
4 H 0.080
5 H 0.064
6 H 0.077
7 C -0.066
8 C -0.297
9 N 0.128
10 H 0.059
11 H 0.077
12 H 0.070
13 C -0.045
14 C -0.247
15 N 0.180
16 H 0.040
17 H 0.036
18 H 0.101
19 C -0.076
20 O -0.218
21 P 0.382
22 O -0.228
23 O -0.237
24 C -0.087
25 O -0.222
26 C -0.082
27 H 0.120
28 H 0.081
29 H 0.068
30 H 0.092
31 H 0.092
32 H 0.058
33 H 0.109
34 H 0.053
35 H 0.085
36 C -0.151
37 O -0.176
38 P 0.322
39 O -0.213
40 O -0.201
41 C -0.087
42 O -0.233
43 C -0.067
44 H 0.108
45 H 0.081
46 H 0.060
47 H 0.092
48 H 0.084
49 H 0.088
50 H 0.101
51 H 0.111
52 H 0.041
53 C -0.080
54 O -0.211
55 P 0.300
56 O -0.224
57 O -0.276
58 C -0.050
59 O -0.183
60 C -0.060
61 H 0.099
62 H 0.088
63 H 0.076
64 H 0.092
65 H 0.113
66 H 0.072
67 H 0.082
68 H 0.066
69 H 0.072
70 C -0.047
71 O -0.231
72 P 0.277
73 O -0.211
74 O -0.262
75 C -0.075
76 O -0.236
77 C -0.053
78 H 0.074
79 H 0.101
80 H 0.064
81 H 0.095
82 H 0.091
83 H 0.103
84 H 0.095
85 H 0.084
86 H 0.099

=====

M values, unit g/mol, following the record order: 716.36, 422.56, 683.46.
Electronic energy values, unit eV, following the record order: -70838.462, -40537.316, -93789.264.